Record 1
Computed, not measured: a 3-piece molecular cluster, C20H32FN3O3 overall, with ωB97M-V/def2-TZVPD.

Values from the calculation:
- HOMO: -9.258 eV
- Total charge: 0
- Orbital gap: 8.66 eV
- LUMO level: -0.0218 Ha
- Calculated total energy: -1270.5953 Ha
- SMILES string: CCCO[C@@](F)(C#N)[C@@H](C#N)c1ccccn1.CCOCC.CCOCC

CARTESIAN COORDINATES (ANGSTROEM)
C  5.90873  1.28432  0.98357
C  5.45336  -0.27314  0.60586
C  4.32341  -0.80661  1.71778
O  3.95368  -2.16342  1.28557
C  2.69835  -2.61841  1.96138
F  2.90364  -4.09922  2.18100
C  2.47555  -1.96481  3.44886
N  2.31392  -1.55303  4.68857
C  1.41615  -2.49029  0.94795
C  0.41869  -3.79371  1.00968
N  -0.20838  -4.92710  1.00115
C  0.46304  -1.14893  1.25050
C  -0.69690  -1.34658  2.38746
C  -1.66238  -0.01737  2.69418
C  -1.36882  1.34213  1.77638
C  -0.15177  1.23472  0.68528
N  0.75484  0.06637  0.41905
H  6.65492  1.60036  0.10977
H  4.98599  2.00284  1.07715
H  6.47922  1.20606  2.01968
H  6.43338  -0.92810  0.70372
H  5.01183  -0.33463  -0.47971
H  4.90581  -0.78044  2.75952
H  3.44811  -0.02498  1.69527
H  1.86428  -2.36503  -0.15026
H  -0.87276  -2.33570  3.00767
H  -2.51286  -0.06079  3.52986
H  -2.03627  2.32328  1.90662
H  0.02913  2.20669  0.01505
C  2.45889  -0.55691  -2.72092
C  1.07988  -0.05478  -3.11809
O  1.00272  1.36436  -3.22950
C  1.86266  1.97290  -4.19039
C  1.61966  1.49040  -5.61034
H  2.76879  -0.11160  -1.76775
H  2.45245  -1.64672  -2.61564
H  3.21638  -0.29843  -3.46332
H  0.36398  -0.34788  -2.34389
H  0.74059  -0.52571  -4.04516
H  2.90950  1.83566  -3.89970
H  1.66882  3.05063  -4.14597
H  1.80462  0.41906  -5.71624
H  2.27807  2.01612  -6.30886
H  0.58005  1.67340  -5.90372
C  -5.85223  2.46116  0.33423
C  -5.33739  1.10652  -0.12559
O  -4.81915  0.30642  0.93439
C  -5.72859  -0.02636  1.98097
C  -6.93970  -0.80928  1.50308
H  -5.05719  3.02099  0.84155
H  -6.20464  3.04603  -0.52165
H  -6.68253  2.36488  1.03645
H  -4.51473  1.26508  -0.82979
H  -6.10865  0.55630  -0.67219
H  -6.02976  0.87789  2.52026
H  -5.17099  -0.64116  2.69662
H  -7.53948  -0.24048  0.78900
H  -7.58240  -1.07031  2.34960
H  -6.62553  -1.73264  1.00403

Here are the Löwdin charges for atoms 1 to 4, given in e: atom 1 (C): -0.14, atom 2 (C): -0.21, atom 3 (C): -0.21, atom 4 (O): -0.11


Record 2
Computed, not measured: a 2-piece molecular cluster, C19H35Cl3IN4OS overall, with ωB97M-V/def2-TZVPD.

Values from the calculation:
- HOMO: -11.795 eV
- Total charge: +1
- Orbital gap: 7.36 eV
- LUMO level: -0.1631 Ha
- Calculated total energy: -3115.2131 Ha

CARTESIAN COORDINATES (ANGSTROEM)
C  2.06188  -2.53881  2.49121
C  2.29147  -1.26920  2.83008
C  2.04846  -0.12208  1.87837
N  2.99458  -0.26008  0.74367
C  2.78752  0.48721  -0.38500
N  2.00578  0.08155  -1.44677
C  2.67273  -1.02075  -2.19813
C  2.69869  -2.39522  -1.51064
C  4.11811  -2.88386  -1.16527
I  4.55433  -4.81284  -1.98533
C  0.59390  -0.18759  -1.11101
C  -0.12662  1.08192  -0.69570
C  -1.57593  0.78348  -0.26048
C  -2.53104  1.90928  -0.67482
C  -3.80840  1.95975  0.19105
C  -5.11746  1.71643  -0.59560
C  -5.99583  0.56525  -0.04176
C  -5.96137  -0.63819  -0.99140
C  -6.95287  -1.79251  -0.67836
C  -7.86503  -1.57794  0.52701
N  3.40802  1.65242  -0.51713
S  4.45486  2.37046  0.66285
O  3.23534  2.36387  -1.72115
C  4.23139  2.09073  -2.53270
N  5.14847  1.80165  -3.15227
H  2.61749  -3.35612  2.92970
H  1.28713  -2.81105  1.78106
H  2.69032  -1.05783  3.81530
H  1.01707  -0.10233  1.54018
H  2.24944  0.80769  2.41235
H  3.95740  -0.21018  1.05894
H  3.70082  -0.69969  -2.36966
H  2.19289  -1.07975  -3.17022
H  2.20887  -3.14351  -2.12581
H  2.14999  -2.37437  -0.57196
H  4.24350  -2.99523  -0.09465
H  4.88286  -2.22090  -1.55595
H  0.11010  -0.54443  -2.01721
H  0.49151  -0.95127  -0.33682
H  -0.15476  1.79197  -1.52070
H  0.37731  1.58196  0.13741
H  -1.89752  -0.13016  -0.76511
H  -1.60537  0.65275  0.81921
H  -2.78358  1.81647  -1.72905
H  -1.98568  2.84945  -0.56225
H  -3.72604  1.15661  0.92193
H  -3.88111  2.90948  0.71391
H  -4.84552  1.46209  -1.62054
H  -5.71917  2.61956  -0.66942
H  -5.61713  0.28051  0.93827
H  -7.01029  0.93817  0.06738
H  -4.94040  -1.02438  -0.96126
H  -6.15522  -0.25170  -1.99001
H  -6.37265  -2.69745  -0.50794
H  -7.57980  -1.94646  -1.55481
H  -8.47170  -0.68164  0.44162
H  -8.52057  -2.43771  0.64706
H  -7.27100  -1.50893  1.43805
H  5.58407  1.69899  0.37697
C  7.87400  2.45809  3.40074
Cl  6.46217  3.14194  2.55149
Cl  8.12306  0.78554  2.90560
Cl  9.29486  3.43438  3.10614
H  7.65166  2.47450  4.45939

Here are the Löwdin charges for atoms 1 to 4, given in e: atom 1 (C): 0.03, atom 2 (C): -0.14, atom 3 (C): -0.16, atom 4 (N): 0.10


Record 3
Computed, not measured: C48H52BrIrNO3PSi as an isolated structure, with ωB97M-V/def2-TZVPD.

Values from the calculation:
- HOMO (alpha / beta): -5.170 / -7.310 eV
- Total charge: 0
- Expectation value of S²: 6.05
- Energy above the lowest of the compared OMol25 structures with the same formula, charge and spin: 105.2 kJ/mol
- Orbital gap (alpha / beta): 5.18 / 6.39 eV
- LUMO level (alpha / beta): 0.0003 / -0.0337 Ha
- Calculated total energy: -5449.8343 Ha
- 2S+1: 5

CARTESIAN COORDINATES (ANGSTROEM)
Ir  0.05889  0.19462  -0.33782
O  1.36191  2.08067  -1.65118
C  1.27330  1.88738  -0.44344
C  1.71751  2.52138  0.71897
C  2.73443  3.52505  0.68286
C  3.14686  4.12047  1.84121
C  2.57201  3.78244  3.08606
C  1.57536  2.82245  3.13727
C  1.16517  2.16892  1.98362
P  -0.22898  1.06989  1.77284
C  -1.63812  2.10611  2.28889
C  -2.21194  2.05210  3.55463
C  -3.20448  2.95687  3.90802
C  -3.62564  3.92182  3.00575
C  -3.06439  3.97130  1.73556
C  -2.07779  3.06803  1.37896
C  -0.34338  -0.38328  2.88434
C  -1.08641  -1.41560  2.12523
C  -0.12843  -3.66527  3.52887
C  0.09770  -2.91144  4.82205
C  0.22561  -1.59652  5.02874
C  0.20161  -0.46472  4.10069
H  3.16963  3.78588  -0.27249
H  3.92280  4.87552  1.80660
H  2.90384  4.28074  3.98685
H  1.10228  2.59774  4.08748
H  -1.88612  1.30573  4.26799
H  -3.65431  2.90185  4.89146
H  -4.38871  4.63486  3.28962
H  -3.40214  4.70990  1.02003
H  -1.63529  3.10474  0.38855
H  -0.82558  -2.56632  0.42015
H  -1.07107  -3.34273  3.09369
H  0.21141  -3.53799  5.70032
H  0.45456  -1.30287  6.04855
H  0.71043  0.42162  4.46888
C  -3.25885  -1.63263  4.18246
Si  -2.95404  -1.56638  2.32303
C  -4.04078  -0.19442  1.61626
C  -3.43065  -3.18317  1.48085
N  -0.31245  -1.95945  1.05500
C  0.94563  -2.57195  1.45617
C  1.00568  -3.46474  2.53701
C  2.17789  -4.17459  2.77195
C  3.27466  -4.02995  1.94292
C  3.25938  -3.06483  0.95569
C  2.13045  -2.27858  0.77172
O  2.16897  -1.21698  -0.09068
C  3.34511  -0.47332  -0.15386
C  3.76372  -0.07782  -1.41069
C  4.93764  0.64945  -1.53316
C  5.68779  0.96790  -0.40941
C  5.21898  0.61705  0.84915
C  4.03218  -0.08693  0.98531
H  -3.71426  -0.70237  4.52872
H  -2.34401  -1.79137  4.75572
H  -3.95042  -2.44529  4.41882
H  -4.67606  0.22602  2.40014
H  -4.68525  -0.58057  0.82923
H  -3.45861  0.62582  1.19822
H  -4.47919  -3.40372  1.69769
H  -2.83927  -4.04189  1.80700
H  -3.33923  -3.09727  0.39424
H  -0.21131  -4.72741  3.75657
H  2.21667  -4.86155  3.60885
H  4.15421  -4.64448  2.08205
H  4.12475  -2.89310  0.33035
H  3.15708  -0.32766  -2.27179
H  5.27018  0.96597  -2.51350
H  6.62471  1.50019  -0.50896
H  5.77635  0.89089  1.73559
H  3.64381  -0.32486  1.96771
C  -3.82539  -5.08941  -4.05940
C  -2.35849  -5.06201  -4.49380
C  -2.31076  -4.92838  -6.02388
C  -1.71878  -6.39520  -4.07854
C  -1.59571  -3.89877  -3.86675
C  -2.20683  -2.91912  -3.10734
C  -1.42881  -1.90167  -2.58426
Br  -2.28953  -0.53221  -1.55606
C  -0.03969  -1.78002  -2.70864
O  0.63668  -0.84690  -2.10011
C  0.57160  -2.75879  -3.54912
C  -0.21686  -3.76723  -4.07565
C  2.08293  -2.72156  -3.79449
C  2.53517  -3.77515  -4.80731
C  2.79025  -3.01467  -2.45959
C  2.49975  -1.34450  -4.33343
H  -4.32078  -5.94498  -4.52167
H  -4.35587  -4.18837  -4.37322
H  -3.91501  -5.19322  -2.97559
H  -2.86855  -5.74205  -6.49475
H  -1.28412  -4.95969  -6.39155
H  -2.75249  -3.97973  -6.33426
H  -2.30622  -7.22799  -4.47284
H  -1.68813  -6.48165  -2.99056
H  -0.70106  -6.49423  -4.45791
H  -3.27121  -2.92547  -2.91523
H  0.26323  -4.51966  -4.68555
H  2.34805  -4.78891  -4.44679
H  3.61090  -3.67526  -4.96428
H  2.03820  -3.64598  -5.77121
H  2.55525  -4.02793  -2.12354
H  2.45157  -2.31327  -1.69857
H  3.87442  -2.91903  -2.56532
H  2.09098  -1.18844  -5.33430
H  3.58971  -1.28164  -4.39372
H  2.14270  -0.54392  -3.68901

Here are the Löwdin charges for atoms 1 to 4, given in e: atom 1 (Ir): 1.03, atom 2 (O): 0.03, atom 3 (C): -0.49, atom 4 (C): -0.27


Record 4
Computed, not measured: C27H28F6N6O6S2Se2W as an isolated structure, with ωB97M-V/def2-TZVPD.

Values from the calculation:
- HOMO (alpha / beta): -7.215 / -7.366 eV
- Total charge: 0
- Expectation value of S²: 2.01
- Energy above the lowest of the compared OMol25 structures with the same formula, charge and spin: 34.0 kJ/mol
- Orbital gap (alpha / beta): 7.36 / 4.68 eV
- LUMO level (alpha / beta): 0.0052 / -0.0989 Ha
- Calculated total energy: -8091.1460 Ha
- 2S+1: 3

CARTESIAN COORDINATES (ANGSTROEM)
W  0.18913  -0.31183  -0.24259
C  -2.94325  2.74124  5.81320
C  -2.53849  2.28272  4.43905
C  -2.64262  3.11079  3.32988
C  -2.20273  2.71026  2.08312
C  -1.65151  1.43812  1.85371
N  -1.18427  1.06553  0.60551
C  -1.60803  1.89147  -0.46690
C  -2.89302  1.81173  -0.99686
C  -3.26587  2.59611  -2.07120
C  -2.36446  3.47969  -2.66728
C  -2.75658  4.27918  -3.87878
C  -1.07929  3.55475  -2.15175
C  -0.71602  2.77856  -1.06237
N  0.62595  2.81895  -0.59085
C  1.47776  3.86234  -0.54939
C  2.71159  3.38197  -0.18102
C  2.52911  2.00326  -0.02159
N  1.26906  1.67646  -0.26281
C  -1.59484  0.59406  2.97536
C  -1.99850  1.02359  4.23299
N  -1.11525  -0.73779  2.85578
C  -1.36059  -1.76574  3.69689
C  -0.52227  -2.79773  3.35109
C  0.21123  -2.31119  2.26919
N  -0.15545  -1.06907  1.97521
H  -3.67970  3.54245  5.75606
H  -2.08464  3.12162  6.37096
H  -3.37718  1.92647  6.39362
H  -3.06025  4.10497  3.44179
H  -2.28430  3.40028  1.25500
H  -3.58686  1.11466  -0.54363
H  -4.26984  2.51346  -2.47039
H  -3.79041  4.61666  -3.80852
H  -2.66802  3.67361  -4.78303
H  -2.11863  5.15365  -4.00128
H  -0.33726  4.18472  -2.62726
H  1.13466  4.85828  -0.76951
H  3.61608  3.94379  -0.03414
H  3.23064  1.24104  0.26662
H  -1.87119  0.35342  5.07342
H  -2.10707  -1.68247  4.46575
H  -0.46207  -3.77057  3.80487
H  0.95030  -2.79955  1.65987
O  1.31949  -3.00691  -1.98820
C  0.46344  -3.48565  -3.00435
C  -0.67335  -2.55328  -3.46545
C  -1.23608  -3.25582  -4.72305
O  -2.34550  -2.60190  -5.31351
C  -0.16272  -1.19766  -3.94097
Se  0.55561  0.14607  -2.69068
C  -1.85085  -2.40530  -2.49591
Se  -1.58077  -2.06099  -0.58567
H  1.70907  -2.16622  -2.27266
H  0.03839  -4.41212  -2.61145
H  1.05165  -3.74759  -3.89653
H  -1.48917  -4.29191  -4.46491
H  -0.46548  -3.28498  -5.49546
H  -3.11471  -2.72689  -4.74952
H  -0.96357  -0.69651  -4.48147
H  0.65519  -1.35340  -4.64870
H  -2.42185  -3.33834  -2.48482
H  -2.50832  -1.61774  -2.86532
F  4.76939  -0.57404  4.81261
C  4.64311  -1.53443  3.90096
F  5.76273  -2.24521  3.85558
F  3.63274  -2.32699  4.23992
S  4.30922  -0.72457  2.27863
O  3.03208  -0.09804  2.39526
O  5.46647  0.03751  1.94692
N  4.25212  -2.10689  1.41629
S  3.84007  -2.33458  -0.05362
O  1.64435  -1.15076  0.10522
O  4.28624  -1.45685  -1.11044
C  4.78219  -3.97990  -0.29748
F  6.07561  -3.81424  -0.09424
F  4.30114  -4.88022  0.54104
F  4.56704  -4.35757  -1.54583

Here are the Löwdin charges for atoms 1 to 4, given in e: atom 1 (W): 1.17, atom 2 (C): -0.05, atom 3 (C): -0.28, atom 4 (C): -0.04


Look up the calculated total energy of the fourth one.
-8091.1460 Ha